{"formula": "C23H46Cl30N2O5S", "method": "the ωB97M-V functional and the def2-TZVPD basis", "symbols": ["C", "C", "O", "N", "C", "C", "C", "C", "N", "C", "O", "O", "C", "S", "O", "O", "H", "H", "H", "H", "H", "H", "H", "H", "H", "H", "H", "H", "H", "H", "H", "H", "C", "Cl", "Cl", "H", "H", "C", "Cl", "Cl", "H", "H", "C", "Cl", "Cl", "H", "H", "C", "Cl", "Cl", "H", "H", "C", "Cl", "Cl", "H", "H", "C", "Cl", "Cl", "H", "H", "C", "Cl", "Cl", "H", "H", "C", "Cl", "Cl", "H", "H", "C", "Cl", "Cl", "H", "H", "C", "Cl", "Cl", "H", "H", "C", "Cl", "Cl", "H", "H", "C", "Cl", "Cl", "H", "H", "C", "Cl", "Cl", "H", "H", "C", "Cl", "Cl", "H", "H", "C", "Cl", "Cl", "H", "H"], "xyz": [[1.6153, 6.6477, 2.6636], [0.7969, 7.1431, 3.8230], [1.3328, 7.5754, 4.8121], [-0.6396, 7.0812, 3.7684], [-1.0986, 5.8146, 3.1232], [-2.5457, 5.5075, 3.5050], [-2.8329, 4.0078, 3.3360], [-2.4510, 3.5746, 1.9114], [-3.2763, 2.4343, 1.4250], [-2.5941, 1.2054, 1.3755], [-2.6822, 0.3574, 2.2137], [-1.7887, 0.9946, 0.3041], [-1.8483, 1.9638, -0.7106], [-0.3230, 1.7848, -1.7053], [0.2868, 0.5317, -1.3476], [0.4741, 2.9543, -1.4456], [1.6067, 5.5578, 2.6102], [2.6497, 6.9560, 2.7840], [1.2430, 7.0053, 1.7021], [-0.9313, 7.8214, 3.1313], [-0.4690, 5.0087, 3.5052], [-0.9940, 5.9123, 2.0413], [-3.1808, 6.0224, 2.7745], [-2.7660, 5.8542, 4.5110], [-2.1637, 3.4881, 4.0270], [-3.8696, 3.7734, 3.5725], [-2.6205, 4.4357, 1.2530], [-1.4025, 3.2795, 1.9091], [-4.0448, 2.2565, 2.0610], [-2.7061, 1.8446, -1.3665], [-1.8098, 2.9839, -0.3546], [-0.6757, 1.7285, -3.0091], [-2.8149, 1.4303, -5.4259], [-3.1433, 1.2804, -3.6948], [-1.8913, 2.8878, -5.8088], [-2.2394, 0.5635, -5.7265], [-3.7585, 1.4767, -5.9573], [-0.5873, -1.8242, -3.4169], [-0.1991, -0.9353, -4.8995], [-2.1069, -2.7175, -3.5804], [0.2138, -2.5259, -3.2180], [-0.6808, -1.1193, -2.5982], [-1.8392, -6.3588, -4.4176], [-1.2742, -7.6854, -3.3923], [-3.5550, -6.5184, -4.8095], [-1.6883, -5.4261, -3.8890], [-1.2691, -6.3659, -5.3386], [-2.8015, 7.0096, -0.9252], [-2.2159, 8.0776, 0.3607], [-1.9571, 5.4558, -0.9387], [-3.8574, 6.8247, -0.7696], [-2.6351, 7.4975, -1.8775], [3.2449, -1.5883, -5.9043], [4.0775, -2.4510, -7.2021], [2.8569, -2.6484, -4.5411], [3.8927, -0.7982, -5.5446], [2.3235, -1.1772, -6.2979], [0.5269, -7.6929, 0.1903], [0.9918, -5.9951, 0.3561], [-0.3361, -8.2796, 1.6177], [-0.1211, -7.7878, -0.6691], [1.4231, -8.2876, 0.0590], [-6.6667, 2.8317, -7.1471], [-6.0730, 3.7858, -5.7841], [-5.8045, 1.2918, -7.2863], [-7.7181, 2.6219, -6.9950], [-6.5158, 3.3939, -8.0602], [-0.0941, -0.5547, -8.7329], [0.4060, 0.6213, -7.5076], [0.8706, -2.0320, -8.6484], [-1.1335, -0.8097, -8.5627], [0.0318, -0.1066, -9.7108], [4.6876, -5.7480, 2.0473], [3.6429, -7.1631, 2.1504], [6.2019, -6.0993, 1.1975], [4.1630, -4.9704, 1.5048], [4.9254, -5.4182, 3.0512], [9.8525, -6.0192, 2.4203], [10.3709, -4.8147, 3.6080], [10.8300, -7.4875, 2.4918], [8.8226, -6.2853, 2.6254], [9.9457, -5.5889, 1.4306], [0.4176, -11.6617, -0.8576], [1.7420, -11.2438, 0.2359], [-0.1335, -10.2697, -1.8004], [0.7665, -12.4224, -1.5449], [-0.4149, -12.0288, -0.2700], [2.7381, 6.4616, 7.4555], [3.8575, 5.8040, 6.2629], [2.1875, 5.2271, 8.6037], [3.2407, 7.2447, 8.0095], [1.8766, 6.8583, 6.9321], [-6.6201, 4.4364, -0.6199], [-5.3341, 3.5108, 0.1762], [-6.0094, 5.3326, -2.0222], [-7.3870, 3.7522, -0.9622], [-7.0345, 5.1453, 0.0869], [-0.4360, 3.0435, 9.8811], [-0.0417, 1.6175, 10.8484], [-2.0025, 2.8813, 9.0763], [-0.4706, 3.9066, 10.5344], [0.3280, 3.1721, 9.1249], [7.7655, -10.1411, 3.3448], [9.0841, -9.7912, 4.4690], [7.2295, -8.7075, 2.4558], [8.1095, -10.8807, 2.6319], [6.9251, -10.5229, 3.9114]], "atomic_forces_ev_per_a": [[0.199, -0.182, -0.377], [0.166, 0.162, 0.575], [-0.118, 0.136, -0.128], [0.081, -0.556, -0.698], [-0.046, 0.560, 0.718], [-0.152, -0.288, -0.898], [0.954, 0.277, 0.082], [-0.911, 0.158, 0.163], [0.520, -0.562, 0.354], [0.130, -0.162, 0.544], [-0.180, -0.278, -0.142], [-0.112, 0.470, -0.082], [0.170, -0.014, -0.844], [1.546, -0.223, 1.704], [-0.463, -0.379, -0.568], [-0.493, 0.451, -0.572], [-0.089, -0.016, 0.061], [-0.018, 0.071, 0.110], [-0.128, 0.040, 0.044], [-0.102, 0.255, 0.326], [0.110, -0.019, -0.123], [0.066, -0.449, -0.083], [-0.191, 0.277, 0.334], [0.038, 0.032, 0.031], [-0.390, -0.272, 0.202], [-0.043, -0.014, -0.026], [0.182, -0.397, 0.021], [0.088, 0.157, -0.279], [0.085, 0.171, 0.156], [-0.155, -0.051, 0.171], [0.040, 0.035, 0.080], [-0.298, 0.175, 0.047], [-0.027, -0.015, -0.319], [-0.246, -0.105, -0.171], [0.000, -0.008, 0.103], [0.088, 0.016, 0.033], [0.082, 0.072, 0.201], [0.006, -0.029, 0.192], [-0.053, -0.020, 0.232], [-0.048, -0.002, -0.004], [0.011, -0.027, -0.100], [0.001, -0.016, -0.073], [0.048, 0.089, -0.012], [0.016, 0.039, -0.036], [0.018, 0.054, -0.018], [-0.059, -0.023, 0.063], [-0.025, -0.098, -0.022], [-0.100, -0.058, -0.050], [-0.002, 0.018, 0.012], [0.127, 0.291, -0.296], [0.007, -0.021, 0.058], [0.072, 0.013, 0.012], [0.021, 0.091, 0.018], [0.031, 0.003, 0.029], [0.047, -0.042, -0.002], [0.053, -0.046, 0.021], [-0.051, -0.084, -0.009], [0.087, 0.062, 0.030], [-0.123, 0.151, -0.132], [-0.001, -0.050, -0.016], [-0.070, 0.086, 0.023], [0.029, 0.017, 0.064], [-0.018, 0.082, 0.022], [-0.012, 0.007, 0.005], [-0.192, -0.084, -0.177], [0.011, -0.045, 0.056], [0.074, -0.002, 0.004], [-0.039, -0.101, -0.030], [0.003, 0.200, -0.239], [-0.063, 0.026, -0.056], [0.010, -0.010, 0.079], [0.085, 0.011, 0.009], [-0.083, 0.073, 0.031], [0.094, -0.138, 0.128], [-0.070, 0.293, -0.175], [0.002, -0.040, -0.071], [0.048, -0.064, 0.016], [-0.078, -0.014, -0.034], [-0.019, 0.022, -0.009], [0.086, 0.058, -0.092], [0.011, -0.028, 0.065], [0.064, 0.018, 0.008], [-0.019, -0.051, 0.025], [0.012, -0.027, -0.002], [0.001, -0.230, -0.070], [0.044, 0.040, -0.031], [-0.007, 0.074, 0.047], [-0.122, 0.166, -0.090], [0.058, -0.047, -0.006], [0.024, 0.018, 0.048], [0.066, -0.073, 0.056], [0.003, -0.060, -0.040], [-0.056, -0.099, 0.114], [-0.426, 0.391, -0.451], [-0.012, 0.017, -0.005], [0.046, -0.030, -0.054], [0.057, 0.043, -0.003], [0.039, 0.023, -0.003], [0.032, 0.021, 0.015], [-0.001, 0.044, -0.022], [-0.056, -0.022, 0.037], [-0.028, -0.077, -0.043], [-0.002, -0.083, -0.011], [-0.080, -0.068, 0.052], [0.055, -0.254, 0.166], [0.052, 0.044, -0.029], [-0.014, 0.055, 0.028]], "energy_ev": -424321.4654, "e_homo_ev": -9.9}